# 1
46
Properties=species:S:1:pos:R:3 method="wB97M-V/def2-TZVPD" relative_energy_kcal_mol=74.9 energy_ev=-29563.1198 smiles="NCNCCNC=O.O.O.O.O.O.O.O.O.O"
C 0.23 -0.68 -0.06
N 0.68 0.06 -1.19
C 1.55 -0.62 -2.14
N 2.96 -0.86 -1.81
C -0.82 0.29 0.66
N -1.43 -0.40 1.78
C -2.70 -0.84 1.89
O -3.64 -0.28 1.34
H 0.88 -1.15 0.66
H -0.54 -1.42 -0.29
H 1.16 0.93 -0.97
H 1.54 -0.01 -3.05
H 1.13 -1.60 -2.37
H 3.27 -0.16 -1.15
H 3.09 -1.78 -1.39
H -1.47 0.65 -0.12
H -0.17 1.10 0.95
H -0.75 -0.91 2.33
H -2.92 -1.80 2.38
H 1.45 -0.85 2.31
H 1.55 -1.02 3.80
O 1.55 -1.54 2.99
H -4.07 1.08 -0.04
H -4.27 1.33 -1.55
O -3.60 1.14 -0.88
H -1.56 2.75 1.19
H -1.26 3.91 2.05
O -0.85 3.07 1.77
H 1.04 -4.36 1.03
H 1.41 -3.12 0.31
O 1.71 -4.02 0.42
H 0.61 2.53 -3.96
H 0.37 1.19 -3.15
O -0.04 1.86 -3.70
H -2.46 2.61 -1.40
H -1.04 2.47 -1.93
O -1.59 3.04 -1.39
H 0.72 1.65 2.49
H 2.31 1.58 2.60
O 1.51 1.09 2.41
H 3.48 0.34 1.75
H 4.50 0.71 0.46
O 3.74 0.26 0.83
H -2.57 -3.38 -2.37
H -2.68 -2.07 -1.67
O -2.04 -2.78 -1.82



# 2
13
Properties=species:S:1:pos:R:3 method="wB97M-V/def2-TZVPD" total_charge=+2 relative_energy_kcal_mol=46.7 energy_ev=-15673.2020
O 0.94 0.36 -3.35
C 1.43 0.59 -4.38
O 1.89 0.78 -5.42
O -0.82 0.35 2.58
C -1.22 -0.87 2.43
C -0.38 0.92 1.31
O -1.17 -1.20 1.16
C -0.29 -0.29 0.41
Li -0.08 -2.65 3.24
H 0.59 1.42 1.46
H -1.15 1.63 1.00
F 0.99 -0.87 0.55
Be -0.74 -0.16 -0.99



Repeat the second record exactly.
13
Properties=species:S:1:pos:R:3 method="wB97M-V/def2-TZVPD" total_charge=+2 relative_energy_kcal_mol=46.7 energy_ev=-15673.2020
O 0.94 0.36 -3.35
C 1.43 0.59 -4.38
O 1.89 0.78 -5.42
O -0.82 0.35 2.58
C -1.22 -0.87 2.43
C -0.38 0.92 1.31
O -1.17 -1.20 1.16
C -0.29 -0.29 0.41
Li -0.08 -2.65 3.24
H 0.59 1.42 1.46
H -1.15 1.63 1.00
F 0.99 -0.87 0.55
Be -0.74 -0.16 -0.99